No. 1
74
Properties=species:S:1:pos:R:3:forces:R:3 method="wB97M-V/def2-TZVPD" homo_ev=-18.72 de_lowest_kcal_mol=0.0 charge=+4 lumo_ev=-14.2
Ta 0.389 0.572 -0.581 -0.2 -0.1 0.6
C 1.737 -3.295 -2.219 0.0 0.0 0.0
C 1.401 -1.953 -2.096 -0.1 0.0 0.0
N 0.739 -1.528 -1.005 0.1 -0.1 0.2
C 0.384 -2.426 -0.056 -0.1 0.2 0.1
C 0.772 -3.752 -0.200 -0.1 0.0 0.0
N 1.442 -4.170 -1.265 0.0 0.0 0.0
C -0.432 -1.861 1.041 0.0 0.0 -0.1
C -1.024 -2.586 2.030 0.0 0.0 0.0
C -1.871 -1.955 2.983 0.0 0.0 0.0
C -2.071 -0.560 2.819 0.0 0.0 0.0
C -1.441 0.119 1.819 0.0 0.1 0.1
N -0.601 -0.500 0.934 0.2 -0.2 0.0
C -1.524 1.572 1.589 0.1 -0.1 0.1
C -2.373 2.452 2.245 0.0 -0.1 0.0
N -2.370 3.752 1.984 0.0 0.0 0.0
C -1.522 4.212 1.076 0.0 0.0 0.0
C -0.671 3.363 0.379 0.1 0.0 0.0
N -0.676 2.039 0.639 0.0 -0.1 -0.1
C -2.497 -2.696 4.051 0.0 0.0 0.0
C -1.978 -3.931 4.475 0.0 0.0 0.0
C -2.606 -4.592 5.517 0.0 -0.1 0.0
N -3.697 -4.125 6.118 0.0 0.0 0.0
C -4.205 -2.964 5.714 -0.1 0.0 0.0
C -3.642 -2.205 4.702 0.0 0.0 0.0
H 2.251 -3.661 -3.100 0.0 0.0 0.0
H 1.645 -1.229 -2.865 0.0 0.0 0.0
H 0.535 -4.493 0.554 0.0 0.0 0.0
H -0.887 -3.656 2.068 0.0 0.0 0.0
H -2.692 -0.024 3.522 0.0 0.0 0.0
H -3.076 2.102 2.991 0.0 0.0 0.0
H -1.515 5.279 0.882 0.0 0.0 0.0
H 0.012 3.738 -0.371 0.0 0.0 0.0
H -1.076 -4.357 4.056 0.0 0.0 0.0
H -2.219 -5.535 5.886 0.0 0.0 0.0
H -5.101 -2.628 6.222 0.0 0.0 0.0
H -4.128 -1.285 4.409 0.0 0.0 0.0
O 0.488 1.802 -2.027 -0.1 0.7 -0.6
N -0.496 2.057 -2.912 0.1 -0.1 0.0
N -1.402 1.190 -2.748 0.1 0.1 0.0
O -1.230 0.318 -1.753 0.0 -0.1 -0.3
C -2.562 1.117 -3.549 0.0 0.0 0.0
C -2.751 2.102 -4.532 0.0 0.0 0.0
C -3.875 2.009 -5.322 0.0 0.0 0.0
C -4.779 0.961 -5.135 0.0 0.0 0.0
C -4.570 -0.007 -4.153 0.0 0.0 0.0
C -3.457 0.058 -3.343 0.0 0.0 0.0
H -2.045 2.907 -4.671 0.0 0.0 0.0
H -4.053 2.750 -6.089 0.0 0.0 0.0
H -5.657 0.899 -5.765 0.0 0.0 0.0
H -5.280 -0.813 -4.028 0.0 0.0 0.0
H -3.279 -0.690 -2.585 0.0 0.0 0.0
C 2.799 2.688 1.534 -0.1 0.0 0.1
C 3.292 2.565 0.089 0.1 0.0 0.1
P 3.050 0.891 -0.597 0.0 0.1 0.1
C 3.884 -0.306 0.501 -0.1 -0.1 0.0
C 5.403 -0.390 0.304 0.0 0.1 0.0
C 3.707 0.838 -2.301 0.0 0.0 0.0
C 5.008 1.632 -2.509 0.0 0.0 0.0
H 2.724 3.733 1.832 0.1 0.0 0.0
H 3.475 2.199 2.234 0.0 0.0 0.0
H 1.811 2.240 1.699 -0.1 0.0 0.0
H 4.362 2.783 0.053 0.0 0.0 -0.1
H 2.817 3.272 -0.597 0.0 0.0 0.0
H 3.421 -1.287 0.359 0.0 0.0 -0.1
H 3.646 0.003 1.523 0.0 0.0 0.0
H 5.663 -0.764 -0.684 0.0 0.0 0.0
H 5.812 -1.080 1.041 0.0 0.0 0.0
H 5.886 0.574 0.457 0.0 0.0 0.0
H 2.927 1.235 -2.956 0.0 0.0 0.0
H 3.854 -0.215 -2.559 0.0 0.0 0.0
H 4.903 2.673 -2.209 0.0 0.0 0.0
H 5.242 1.626 -3.572 0.0 0.0 0.0
H 5.848 1.193 -1.978 0.0 0.0 0.0

***

No. 2
53
Properties=species:S:1:pos:R:3:forces:R:3 method="wB97M-V/def2-TZVPD" homo_ev=-9.26 de_lowest_kcal_mol=52.9 smiles="C[C@H](Br)CC1=C(C[C@@H](C)Br)C(=O)OC1=O.C1CCOC1.C1CCOC1" lumo_ev=-1.3
C -3.725 0.168 2.623 0.2 0.8 -0.9
C -2.393 1.120 2.645 -1.4 -1.6 -0.4
Br -3.017 2.846 3.487 0.9 -0.8 -0.6
C -1.953 1.294 1.114 0.8 0.3 0.3
C -0.485 1.879 0.896 0.8 -0.1 0.2
C 0.797 1.457 1.336 -2.9 1.6 -1.7
C 1.102 0.181 2.242 0.8 0.5 -0.3
C 2.623 -0.378 2.079 -0.1 0.6 0.7
C 3.649 0.335 3.102 -0.1 0.3 -0.2
Br 2.572 -2.323 2.632 -0.1 0.9 -0.4
C 1.753 2.536 0.656 3.1 -0.5 0.6
O 3.004 2.532 0.609 -5.3 0.2 0.1
O 0.980 3.605 0.054 -0.7 -2.1 0.2
C -0.378 3.170 -0.028 -1.8 0.2 -0.9
O -1.278 3.696 -0.734 4.3 -2.1 3.3
H -4.513 0.504 3.386 1.4 -0.8 -1.0
H -4.192 0.318 1.573 0.6 -0.4 1.8
H -3.417 -0.926 2.727 -0.5 1.5 0.0
H -1.623 0.617 3.318 -0.9 1.1 -0.9
H -2.722 2.000 0.619 1.4 -1.2 0.6
H -1.987 0.255 0.611 -0.1 1.6 0.8
H 0.338 -0.656 2.021 1.2 1.5 0.2
H 0.988 0.495 3.341 0.1 -0.5 -1.6
H 2.986 -0.360 0.993 -0.6 -0.1 1.7
H 3.141 0.573 4.108 0.6 -0.6 -1.6
H 4.557 -0.327 3.315 -1.4 0.9 -0.5
H 4.009 1.332 2.664 -0.6 -1.5 0.5
C 4.176 -6.179 1.067 0.1 0.1 0.5
C 3.097 -6.933 0.323 0.0 -0.4 -0.2
C 2.280 -5.805 -0.276 -0.2 0.3 0.0
O 3.184 -4.718 -0.512 0.1 -0.3 0.2
C 4.426 -4.999 0.149 0.1 0.2 -0.3
H 5.074 -6.769 1.256 -0.1 0.1 0.0
H 3.788 -5.828 2.029 0.1 0.0 0.0
H 3.546 -7.533 -0.475 -0.1 0.0 0.1
H 2.506 -7.596 0.958 0.0 0.1 -0.1
H 1.511 -5.456 0.422 -0.1 -0.1 0.0
H 1.796 -6.089 -1.213 0.0 0.1 0.0
H 5.166 -5.245 -0.621 0.1 0.0 0.1
H 4.765 -4.112 0.688 -0.1 0.0 -0.1
C -2.589 3.758 -3.825 0.3 -0.3 0.2
C -3.115 4.068 -5.209 0.1 0.3 -0.3
C -4.590 3.748 -5.065 -0.3 -0.2 0.0
O -4.941 4.015 -3.701 0.3 0.0 -0.2
C -3.737 4.208 -2.944 -0.2 0.2 0.2
H -1.650 4.260 -3.589 -0.1 0.0 0.0
H -2.437 2.679 -3.718 0.0 0.1 0.0
H -2.983 5.133 -5.426 0.0 -0.1 0.0
H -2.630 3.495 -6.002 -0.1 0.0 0.0
H -4.788 2.688 -5.260 0.0 0.0 -0.1
H -5.216 4.348 -5.729 0.0 0.0 0.1
H -3.660 5.275 -2.705 0.1 0.0 0.1
H -3.795 3.646 -2.010 -0.1 0.1 -0.1

***

No. 3
47
Properties=species:S:1:pos:R:3:forces:R:3 method="wB97M-V/def2-TZVPD" homo_ev=-7.54 de_lowest_kcal_mol=100.0 lumo_ev=0.4
Be 22.107 5.279 -10.001 -0.3 0.1 0.4
Br 25.053 5.659 -10.172 -1.6 -0.3 -0.1
O 17.696 5.286 -10.102 -0.2 -1.2 0.0
C 19.039 5.180 -9.991 1.9 3.7 1.1
O 19.694 4.493 -10.749 1.0 -3.0 -2.5
O 19.616 5.980 -9.242 0.5 1.2 1.7
H 17.606 4.457 -10.579 -1.3 -0.3 -0.6
C 22.917 4.316 -13.445 1.4 0.6 0.2
O 22.381 4.258 -12.383 -1.7 0.0 3.3
N 22.344 4.083 -14.576 -3.4 -1.3 -4.4
N 24.177 4.649 -13.635 2.3 0.7 0.9
H 22.861 4.127 -15.443 -0.4 -0.1 0.3
H 21.366 3.834 -14.615 0.3 0.0 0.1
H 24.596 4.641 -14.554 0.3 0.2 0.8
H 24.600 4.885 -12.748 1.1 0.3 -0.2
C 22.104 5.463 -6.423 -0.5 -1.4 -2.9
O 22.083 4.905 -7.499 0.3 -1.7 -1.8
N 21.969 4.874 -5.269 -0.2 -3.1 3.5
N 22.166 6.726 -6.295 0.6 5.0 1.2
H 22.405 3.967 -5.181 -0.3 0.1 0.3
H 21.901 5.492 -4.473 0.2 -0.8 0.1
H 22.447 6.976 -5.358 0.1 1.0 -0.7
H 22.435 7.218 -7.135 -0.1 0.4 -0.2
C 21.444 7.593 -12.796 -4.5 -5.0 4.0
O 21.725 7.280 -11.629 0.7 0.4 -0.2
N 22.054 8.341 -13.585 5.6 4.9 -3.4
N 20.324 7.106 -13.385 -0.8 -0.4 -0.3
H 22.969 8.635 -13.276 0.0 0.1 -0.2
H 21.867 8.449 -14.571 -0.1 -0.2 0.4
H 20.164 7.457 -14.319 -0.8 -0.6 0.4
H 19.673 6.563 -12.836 0.1 0.0 -0.3
C 22.441 1.650 -8.882 -0.6 7.5 -5.4
O 22.197 2.788 -9.356 0.5 -0.5 -0.2
N 23.030 0.720 -9.513 3.6 -4.9 -4.2
N 22.065 1.311 -7.763 -3.0 -2.5 8.9
H 23.347 -0.125 -9.060 -0.2 0.3 0.1
H 23.392 0.792 -10.454 -0.3 0.6 0.3
H 22.058 0.323 -7.554 -0.2 0.4 0.5
H 21.612 1.949 -7.124 0.0 0.0 -0.4
C 22.395 8.733 -8.860 4.1 -2.1 3.1
O 22.454 7.516 -8.833 0.8 -1.8 0.3
N 23.212 9.539 -8.153 1.9 0.0 1.6
N 21.544 9.335 -9.505 -6.4 3.8 -4.7
H 23.095 10.539 -8.068 0.0 -0.4 0.0
H 23.801 9.056 -7.490 0.2 0.4 -0.2
H 20.831 8.718 -9.867 -0.3 0.4 -0.5
H 21.413 10.333 -9.427 -0.2 -0.4 -0.2

***

No. 4
17
Properties=species:S:1:pos:R:3:forces:R:3 method="wB97M-V/def2-TZVPD" homo_ev=-9.09 de_lowest_kcal_mol=27.5 smiles=CC[C@H]1CN1C lumo_ev=1.2
C 0.025 -1.062 1.971 0.1 0.0 0.0
C -1.023 -0.374 1.102 0.0 0.1 0.0
C -0.451 0.489 -0.008 -0.2 0.0 0.1
C 0.976 0.900 -0.114 0.2 0.2 0.1
N 0.434 -0.140 -0.968 0.0 -0.1 -0.1
C 0.231 0.218 -2.358 0.0 0.0 -0.2
H 0.736 -1.621 1.352 -0.1 0.1 0.1
H 0.587 -0.328 2.561 -0.1 -0.1 -0.1
H -0.441 -1.763 2.670 0.0 0.1 -0.1
H -1.672 -1.126 0.634 0.1 0.1 0.1
H -1.672 0.249 1.730 0.1 -0.1 -0.1
H -1.161 1.208 -0.428 0.1 -0.1 0.0
H 1.709 0.573 0.619 -0.1 0.1 -0.1
H 1.183 1.872 -0.565 0.0 -0.2 0.0
H -0.557 -0.411 -2.786 0.1 0.1 0.1
H 1.154 0.039 -2.920 -0.1 0.0 0.1
H -0.059 1.275 -2.492 0.0 -0.1 0.0